--- one ---
One molecule with the formula C3H4N2O, computed with ωB97M-V/def2-TZVPD.

Properties
Orbital gap, Ha: 0.375
HOMO, eV: -9.18
Multiplicity: 1
SMILES: Nc1ccon1

Last column: Mulliken charge in e.
Atoms and positions in Å:
1 N 1.293 0.828 -1.054  -0.512
2 C 0.203 0.342 -0.350  0.505
3 N -0.915 1.033 -0.314  -0.453
4 O -1.789 0.315 0.495  -0.126
5 C -1.161 -0.783 0.920  -0.161
6 C 0.076 -0.875 0.397  -0.473
7 H 2.197 0.656 -0.636  0.241
8 H 1.194 1.795 -1.342  0.261
9 H -1.677 -1.478 1.569  0.408
10 H 0.579 -1.831 0.315  0.310



--- two ---
One molecule with the formula C3H4N2O, computed with ωB97M-V/def2-TZVPD.

Properties
Orbital gap, Ha: 0.347
HOMO, eV: -8.94
Multiplicity: 1
SMILES: On1ccnc1

Last column: Mulliken charge in e.
Atoms and positions in Å:
1 C 0.072 0.922 -0.035  -0.163
2 C 1.372 0.465 -0.013  -0.423
3 C 0.196 -1.284 0.011  -0.139
4 H -2.244 0.663 -0.060  0.388
5 H -0.305 1.907 0.054  0.337
6 H 2.252 1.089 0.126  0.361
7 H -0.170 -2.315 -0.017  0.355
8 N -0.663 -0.231 -0.069  0.266
9 N 1.493 -0.902 -0.021  -0.577
10 O -2.003 -0.314 0.024  -0.406



--- three ---
One molecule with the formula C3H4N2O, computed with ωB97M-V/def2-TZVPD.

Properties
Orbital gap, Ha: 0.369
HOMO, eV: -9.29
Multiplicity: 1
SMILES: Oc1ccn[nH]1

Last column: Mulliken charge in e.
Atoms and positions in Å:
1 C -0.597 0.219 -0.168  0.448
2 C 0.314 -0.070 -1.115  -0.444
3 C 1.509 -0.327 -0.334  -0.435
4 H -2.157 0.040 -1.047  0.303
5 H 0.111 -0.240 -2.156  0.319
6 H 2.456 -0.539 -0.623  0.516
7 H -0.273 0.143 1.913  0.240
8 N 1.245 -0.255 0.946  -0.813
9 N -0.040 -0.018 0.970  0.360
10 O -1.991 0.447 -0.225  -0.494



--- four ---
One molecule with the formula C3H4N2O, computed with ωB97M-V/def2-TZVPD.

Properties
Orbital gap, Ha: 0.370
HOMO, eV: -9.20
Multiplicity: 1
SMILES: On1cccn1

Last column: Mulliken charge in e.
Atoms and positions in Å:
1 C -0.004 -0.988 -0.116  -0.220
2 C 0.215 -0.259 -1.247  -0.426
3 C 0.140 1.210 -0.938  -0.290
4 H -0.860 0.212 2.539  0.411
5 H -0.042 -2.118 -0.129  0.355
6 H 0.869 -0.776 -2.151  0.212
7 H 0.153 2.104 -1.514  0.396
8 N -0.162 -0.110 0.852  0.718
9 N -0.233 1.187 0.504  -0.698
10 O -0.077 -0.461 2.198  -0.457



Relative energy of each structure, in hartree: one 0.0042; two 0.0335; three 0.0000; four 0.1021.



--- one ---
C2H4ClN2 as an isolated structure, computed with ωB97M-V/def2-TZVPD.

Properties
Orbital gap (alpha / beta), Ha: 0.319 / 0.319
HOMO (alpha / beta), eV: -15.16 / -15.16
Multiplicity: 1
Total charge: +1

Last column: Mulliken charge in e.
Atoms and positions in Å:
1 C -1.292 -0.382 -1.763  0.187
2 C -0.338 -0.468 0.049  -0.787
3 N -0.513 0.507 -1.108  0.539
4 N -0.027 1.659 -1.266  -0.502
5 Cl -2.918 -0.489 -1.805  0.125
6 H 0.610 -0.896 -0.095  0.377
7 H -0.727 0.266 0.797  0.373
8 H -0.931 -1.323 -0.097  0.381
9 H 0.797 1.858 -0.720  0.307



--- two ---
An isolated ion of composition C2H4ClN2 and charge +1, computed with ωB97M-V/def2-TZVPD.

Properties
Orbital gap, Ha: 0.369
HOMO, eV: -15.58
Multiplicity: 1
SMILES: CN1[NH+]=C1Cl
Total charge: +1

Last column: Mulliken charge in e.
Atoms and positions in Å:
1 C 2.201 -0.252 -0.006  0.587
2 C -0.177 0.520 0.400  -0.729
3 N 0.954 -0.241 0.118  0.265
4 N 1.209 -1.524 -0.535  -0.502
5 Cl 3.748 0.273 0.092  0.065
6 H -1.090 0.146 -0.092  0.317
7 H -0.540 0.694 1.506  0.300
8 H -0.130 1.464 0.030  0.407
9 H 1.269 -1.640 -1.559  0.290



--- three ---
C2H4ClN2 as an isolated structure, computed with ωB97M-V/def2-TZVPD.

Properties
Orbital gap, Ha: 0.380
HOMO, eV: -15.84
Multiplicity: 1
Total charge: +1

Last column: Mulliken charge in e.
Atoms and positions in Å:
1 C -0.521 -0.015 -0.799  -0.263
2 C 1.400 -0.640 0.461  0.341
3 N 0.281 -0.657 -0.068  -0.152
4 N 2.290 -1.111 1.076  -0.132
5 Cl -1.867 1.320 0.566  -0.182
6 H -0.203 0.896 -1.285  0.375
7 H -1.515 -0.374 -1.322  0.350
8 H 3.212 -0.979 1.373  0.314
9 H -3.077 1.561 -0.003  0.349



Relative energy of each structure, in hartree: one 0.1349; two 0.1006; three 0.0000.



--- one ---
One molecule with the formula C6H13N, computed with ωB97M-V/def2-TZVPD.

Properties
Orbital gap, Ha: 0.357
HOMO, eV: -8.54
Multiplicity: 1
SMILES: C[C@@H]1CCCN1C

Last column: Mulliken charge in e.
Atoms and positions in Å:
1 C -0.194 0.538 -2.163  -1.096
2 N -0.246 -0.080 -0.776  -0.057
3 C -1.345 0.715 -0.169  -0.755
4 C -1.268 0.411 1.329  -0.481
5 C 0.284 0.238 1.550  -0.837
6 C 0.957 -0.068 0.116  0.112
7 C 1.454 -1.580 0.202  -1.498
8 H 0.211 1.513 -2.179  0.431
9 H 0.508 -0.083 -2.770  0.294
10 H -1.193 0.488 -2.602  0.325
11 H -2.317 0.335 -0.494  0.344
12 H -1.389 1.757 -0.417  0.409
13 H -1.539 1.237 2.031  0.264
14 H -1.780 -0.496 1.694  0.317
15 H 0.393 -0.588 2.250  0.314
16 H 0.828 1.059 1.877  0.452
17 H 1.794 0.555 -0.069  0.350
18 H 0.744 -2.406 0.366  0.309
19 H 1.880 -1.904 -0.740  0.381
20 H 2.218 -1.642 0.965  0.423



--- two ---
One molecule with the formula C6H13N, computed with ωB97M-V/def2-TZVPD.

Properties
Orbital gap, Ha: 0.400
HOMO, eV: -9.96
Multiplicity: 1
SMILES: [H]/N=C/C(C)(C)CC

Last column: Mulliken charge in e.
Atoms and positions in Å:
1 C 0.267 -0.038 -0.215  1.634
2 C -0.478 -0.514 1.056  -0.817
3 C 0.733 1.418 -0.067  -1.630
4 C -0.617 -0.192 -1.462  -1.629
5 C -1.752 0.248 1.410  -1.211
6 C 1.498 -0.923 -0.386  -0.523
7 N 2.329 -0.768 -1.364  -0.603
8 H 3.084 -1.461 -1.297  0.259
9 H 1.673 -1.719 0.358  0.375
10 H 0.205 -0.465 1.915  0.435
11 H -0.730 -1.578 0.949  0.435
12 H -0.109 2.117 -0.061  0.349
13 H 1.395 1.716 -0.888  0.441
14 H 1.293 1.558 0.865  0.387
15 H -0.052 -0.010 -2.383  0.442
16 H -1.457 0.509 -1.455  0.349
17 H -1.026 -1.207 -1.530  0.388
18 H -1.991 1.051 0.710  0.347
19 H -1.660 0.692 2.407  0.286
20 H -2.606 -0.437 1.438  0.287



Relative energy of each structure, in hartree: one 0.0373; two 0.0000.